C6H13NO | ωB97M-V/def2-TZVPD

Structure (XYZ):
```
21
Properties=species:S:1:pos:R:3:mulliken_charge:R:1
C 0.6575 -1.3979 -2.8428 -0.85
N 1.5823 -0.6074 -2.0371 -0.37
C 0.9790 0.0620 -0.9055 -0.70
C 0.9044 -0.7863 0.4244 -0.60
C -0.5084 -0.9138 1.0088 -0.79
C -1.4076 0.3048 0.9965 -0.52
C -0.9288 1.4576 1.8361 0.06
O -1.5805 2.4162 2.1488 -0.48
H -0.2629 -0.8530 -3.0410 0.30
H 1.1438 -1.6521 -3.7861 0.31
H 0.4113 -2.3692 -2.3833 0.27
H 2.3700 -1.1822 -1.7803 0.26
H 0.0266 0.4801 -1.1998 0.37
H 1.5806 0.9296 -0.6463 0.28
H 1.4744 -1.7090 0.3260 0.42
H 1.4710 -0.1967 1.1023 0.32
H -0.4028 -1.2232 2.0528 0.33
H -0.9925 -1.8080 0.6152 0.38
H -1.6492 0.7415 0.0230 0.31
H -2.3615 -0.0399 1.3610 0.39
H 0.1375 1.3844 2.1512 0.29
```

electronic energy	-366.362460	hartree
SMILES	CNCCCCC=O
lowest unoccupied orbital energy	0.95	eV
HOMO-LUMO gap	9.563	eV